Here is a 11-piece molecular cluster, C5H30N2O11 overall in a non-equilibrium geometry from the OMol25 dataset. Energies are from wB97M-V/def2-TZVPD.

Net charge: -1
2S+1: 2
Frontier orbital gap (spin up / spin down) in eV: 2.950 / 6.591
Energy relative to the best compared isomer or geometry (same formula, charge and spin) in kcal/mol: 76.81
HOMO level (spin up / spin down) in Eh: -0.012 / -0.146

Geometry (Å):
O 0.044 -2.122 1.721
C -0.231 -1.153 1.030
C -0.979 -1.340 -0.301
C -0.406 -0.352 -1.415
C 0.835 -0.540 -2.013
C 1.605 -1.615 -2.529
N 1.338 0.766 -2.394
N -2.384 -1.029 -0.126
H 0.295 -0.222 1.338
H -0.775 -2.379 -0.734
H -1.205 -0.387 -2.154
H -0.466 0.661 -0.944
H 1.490 -2.695 -2.105
H 2.551 -1.311 -2.900
H 1.557 1.459 -1.631
H 2.132 0.695 -2.993
H -2.973 -1.783 -0.309
H -2.595 0.003 -0.146
H 0.181 -0.329 3.827
H -0.360 1.025 3.812
O -0.518 0.138 4.307
H -4.013 -1.422 -2.202
H -2.646 -1.508 -2.065
O -3.416 -1.905 -2.695
H 2.597 -4.035 0.418
H 1.802 -2.964 1.010
O 2.649 -3.122 0.587
H 2.173 1.926 0.237
H 2.100 3.388 -0.427
O 1.750 2.528 -0.319
H 3.758 -1.410 0.567
H 3.134 -0.766 -0.808
O 3.731 -0.805 -0.184
H -2.233 2.117 2.478
H -1.728 3.716 2.419
O -1.500 2.737 2.191
H -1.851 -0.116 3.143
H -2.509 -0.320 1.818
O -2.354 0.360 2.472
H 3.101 0.626 2.697
H 3.024 -0.236 1.472
O 2.825 0.687 1.813
H -1.066 2.857 0.340
H -0.261 2.624 -0.790
O -1.114 2.893 -0.627
H -2.036 1.782 -1.575
H -2.510 1.644 -3.135
O -2.545 1.236 -2.175

Forces on the atoms, in the same order (eV/Å):
1.3 -4.8 3.3
-0.2 3.1 -3.1
2.8 1.0 -0.3
-4.1 -0.7 3.5
5.7 -0.7 -3.4
-2.9 0.0 3.5
-0.1 0.2 0.6
0.9 1.8 0.4
-0.4 0.5 -1.1
-0.8 0.9 1.0
0.5 0.5 -0.4
0.1 -0.9 -0.5
0.0 2.1 -1.2
0.8 -0.2 -0.5
-0.7 -1.3 -1.0
0.6 -0.1 -0.4
-1.7 -0.5 -0.1
-0.3 -2.1 -0.4
-0.1 -0.9 0.1
-0.9 -1.7 1.3
1.4 2.5 -1.3
-3.1 1.6 1.1
-1.7 -1.5 -2.3
4.5 -0.1 0.8
0.2 -1.8 -0.5
-1.2 0.8 0.5
0.5 1.0 0.3
1.7 -1.2 2.1
1.0 0.8 0.4
-2.6 0.6 -1.7
-1.0 -0.8 -1.6
-5.6 -1.1 -4.3
7.0 1.3 5.3
0.9 0.4 -0.5
0.3 -2.9 -0.5
-0.8 2.7 0.9
0.3 0.2 0.3
0.0 -0.4 -0.9
-1.1 0.2 0.6
0.4 0.3 2.0
-0.7 2.0 0.0
-0.1 -1.3 -1.6
-0.8 0.0 0.5
3.5 -0.9 -1.3
-2.6 1.2 1.0
0.5 1.0 0.1
0.1 -1.1 3.3
-1.5 0.6 -3.8

Atomic partial charges in e from the Mulliken method, atoms 1 to 6: -0.935 -0.542 0.242 0.169 0.248 -1.078